# 1
Molecular formula: C21H27N3O2
Method: DFT, the ωB97M-V functional and the def2-TZVPD basis

F_max ... 0.016 hartree/bohr
Frontier orbital gap ... 8.465 eV
SMILES string ... CC(=O)N1CC=C[C@]1(CC(C)C)C(=O)NCCc1c[nH]c2ccccc12

```
! RIJCOSX wB97M-V def2-TZVPD def2/J DEFGRID3
* xyz 0 1
C 0.0762 2.6545 0.0483
C 0.6951 1.3365 0.4698
O 0.6964 0.9662 1.6292
N 1.2178 0.6003 -0.5353
C 1.1988 0.9727 -1.9382
C 1.9212 -0.1592 -2.5990
C 2.3347 -1.0438 -1.7084
C 1.9169 -0.6685 -0.3173
C 3.0744 -0.5434 0.6871
H 2.6259 -0.2988 1.6511
H 3.5400 -1.5252 0.7750
C 4.1219 0.5191 0.3360
C 4.8171 0.9862 1.6141
H 5.3073 0.1476 2.1034
H 5.5685 1.7400 1.3883
H 4.0959 1.4148 2.3059
C 5.1589 -0.0022 -0.6560
H 5.8968 0.7685 -0.8702
H 5.6764 -0.8634 -0.2390
H 4.6928 -0.2980 -1.5919
H 3.6144 1.3827 -0.1091
C 0.9913 -1.8183 0.1621
O 1.4587 -2.8622 0.5619
N -0.3212 -1.6069 -0.0276
H -0.6516 -0.6751 -0.2251
C -1.3331 -2.5487 0.3937
H -0.8163 -3.4696 0.6701
H -1.9981 -2.7435 -0.4539
C -2.1413 -2.0056 1.5802
C -2.7906 -0.7051 1.2385
C -2.4129 0.5297 1.6788
N -3.2077 1.4943 1.1180
C -4.1296 0.8953 0.3088
C -5.1441 1.4437 -0.4652
C -5.9283 0.5779 -1.1965
C -5.7134 -0.8027 -1.1595
C -4.7092 -1.3525 -0.3951
C -3.8950 -0.5016 0.3525
H -4.5574 -2.4215 -0.3682
H -6.3546 -1.4461 -1.7441
H -6.7276 0.9700 -1.8080
H -5.3132 2.5108 -0.4878
H -3.1577 2.4777 1.3207
H -1.6127 0.7886 2.3447
H -2.8966 -2.7451 1.8538
H -1.4702 -1.8587 2.4276
H 2.8631 -1.9607 -1.8896
H 2.0663 -0.1854 -3.6633
H 1.7108 1.9288 -2.1120
H 0.1714 1.0704 -2.3150
H -0.7588 2.4868 -0.6297
H 0.8112 3.2808 -0.4524
H -0.2788 3.1677 0.9377
*
```

---

# 2
Molecular formula: C21H27N3O2S
Method: DFT, the ωB97M-V functional and the def2-TZVPD basis

F_max ... 0.016 hartree/bohr
Frontier orbital gap ... 7.872 eV
SMILES string ... CCCCN(CC)CCNC(=O)c1cc2c(=O)[nH]c3ccc(C)cc3c2s1

```
! RIJCOSX wB97M-V def2-TZVPD def2/J DEFGRID3
* xyz 0 1
C -1.1856 3.1300 -1.7246
C -1.0386 1.6137 -1.7742
C -0.0442 1.1442 -2.8367
H -0.0958 0.0567 -2.9115
H -0.3465 1.5455 -3.8063
C 1.4013 1.5833 -2.5303
N 2.4565 0.9171 -3.2643
C 3.0427 -0.2566 -2.6669
H 3.9304 -0.5038 -3.2501
C 2.1746 -1.5327 -2.5548
N 1.3896 -1.5591 -1.3460
C 1.6165 -2.4516 -0.3548
O 2.4182 -3.3624 -0.4386
C 0.7948 -2.2569 0.8553
C 0.7612 -3.0861 1.9373
C -0.1132 -2.6370 2.9521
C -0.7441 -1.4470 2.6301
C -1.6676 -0.7992 3.4996
C -2.3180 0.4017 3.2032
C -3.1996 0.9727 4.0963
C -3.4343 0.3237 5.3134
C -2.8069 -0.8601 5.6286
C -1.9133 -1.4422 4.7288
N -1.2760 -2.6218 5.0215
C -0.3725 -3.2999 4.2239
O 0.1217 -4.3414 4.6017
H -1.4757 -3.0588 5.9134
H -3.0002 -1.3474 6.5730
H -4.1235 0.7642 6.0186
C -3.9005 2.2596 3.7887
H -3.6130 2.6348 2.8103
H -4.9801 2.1159 3.8040
H -3.6554 3.0123 4.5368
H -2.1131 0.8750 2.2535
S -0.2607 -0.8825 1.0721
H 1.3417 -3.9878 2.0042
H 0.7374 -0.8058 -1.1944
H 1.5207 -1.6239 -3.4277
H 2.8216 -2.4113 -2.5088
H 3.3789 0.0111 -1.6601
C 2.2767 0.8922 -4.7023
C 3.6071 0.8529 -5.4511
H 3.4388 1.0693 -6.5030
H 4.2822 1.5997 -5.0425
H 4.0794 -0.1230 -5.3801
H 1.6473 0.0522 -5.0407
H 1.7626 1.8185 -4.9692
H 1.6060 1.4459 -1.4652
H 1.4883 2.6548 -2.7460
H -2.0139 1.1705 -1.9909
H -0.7251 1.2509 -0.7915
H -0.2565 3.6011 -1.4154
H -1.9612 3.4105 -1.0155
H -1.4611 3.5180 -2.7028
*
```

---

# 3
Molecular formula: C21H27N3O3S
Method: DFT, the ωB97M-V functional and the def2-TZVPD basis

F_max ... 0.016 hartree/bohr
Frontier orbital gap ... 8.743 eV
SMILES string ... CCc1c(O)nc(SCC(=O)Nc2ccc(C)cc2)n(C2CCCCC2)c1=O

```
! RIJCOSX wB97M-V def2-TZVPD def2/J DEFGRID3
* xyz 0 1
C -2.3233 -4.3098 1.3614
H -2.5182 -5.3629 1.1759
H -3.2733 -3.7831 1.4080
H -1.8190 -4.2124 2.3204
C -1.4582 -3.7296 0.2418
C -1.1863 -2.2732 0.4758
C -0.0821 -1.8274 1.1395
N 0.1465 -0.5105 1.3736
C -0.7278 0.3616 0.9607
N -1.8435 0.0453 0.2833
C -2.1497 -1.3174 0.0027
O -3.1636 -1.5986 -0.6036
C -2.7661 1.0838 -0.1800
C -4.1434 0.9458 0.4679
C -5.0224 2.1140 0.0322
C -5.1436 2.1501 -1.4881
C -3.7651 2.2627 -2.1318
C -2.8813 1.0952 -1.7042
H -3.3222 0.1565 -2.0386
H -1.8864 1.1894 -2.1458
H -3.8601 2.2665 -3.2188
H -3.2974 3.2039 -1.8320
H -5.6272 1.2339 -1.8320
H -5.7650 2.9948 -1.7911
H -6.0108 2.0127 0.4831
H -4.5858 3.0513 0.3862
H -4.5956 0.0055 0.1539
H -4.0368 0.9349 1.5553
H -2.3370 2.0426 0.1327
S -0.3982 2.0521 1.3307
C 1.0003 1.9365 2.4956
H 0.8996 2.8094 3.1395
C 2.3677 1.9853 1.8123
O 3.1188 2.9198 1.9750
N 2.5993 0.8824 1.0666
C 3.7197 0.5572 0.2940
C 4.8432 1.3724 0.2034
C 5.9146 0.9773 -0.5738
C 5.9015 -0.2240 -1.2731
C 4.7737 -1.0289 -1.1767
C 3.6942 -0.6474 -0.4042
H 2.8226 -1.2852 -0.3451
H 4.7372 -1.9670 -1.7113
C 7.0692 -0.6242 -2.1222
H 8.0065 -0.4146 -1.6107
H 7.0650 -0.0587 -3.0544
H 7.0295 -1.6829 -2.3660
H 6.7824 1.6174 -0.6372
H 4.8695 2.3057 0.7401
H 1.8389 0.2006 1.0474
H 0.8696 1.0195 3.0681
O 0.8626 -2.6683 1.5920
H 1.5557 -2.1619 2.0375
H -1.9873 -3.8309 -0.7070
H -0.5109 -4.2674 0.1913
*
```

---

# 4
Molecular formula: C21H27N3O8S
Method: DFT, the ωB97M-V functional and the def2-TZVPD basis

F_max ... 0.021 hartree/bohr
Frontier orbital gap ... 9.087 eV
SMILES string ... COc1ccc(S(=O)(=O)N2CCCO[C@@H]2CNC(=O)C(=O)NCCc2ccco2)cc1OC

```
! RIJCOSX wB97M-V def2-TZVPD def2/J DEFGRID3
* xyz 0 1
C 2.2971 3.9201 -0.6309
H 3.3758 4.0651 -0.6615
O 2.0818 2.8670 0.2840
C 0.8199 2.3984 0.4281
C -0.3117 2.9989 -0.1006
C -1.5652 2.4364 0.0986
C -1.6716 1.2787 0.8304
C -0.5593 0.6511 1.3683
C 0.6962 1.1971 1.1730
O 1.8569 0.6588 1.6223
C 1.7937 -0.5981 2.2644
H 1.2320 -0.5390 3.2011
H 1.3407 -1.3518 1.6132
H 2.8269 -0.8671 2.4806
H -0.7136 -0.2578 1.9229
S -3.2516 0.5122 1.1005
O -4.2784 1.3498 0.5398
O -3.3762 0.1190 2.4723
N -3.0580 -0.9022 0.1982
C -3.7096 -2.0761 0.7488
C -5.2306 -1.9772 0.5708
C -5.5112 -1.2615 -0.7631
H -6.3743 -1.6856 -1.2775
O -4.4261 -1.4201 -1.6643
C -3.2687 -0.7596 -1.2229
C -2.0968 -1.3635 -2.0221
N -0.9299 -0.5289 -2.0522
C 0.2048 -0.7995 -1.3996
O 0.4072 -1.7560 -0.6708
C 1.3017 0.2261 -1.7072
O 1.0759 1.2233 -2.3778
N 2.4718 -0.1372 -1.1927
H 2.4779 -0.9892 -0.6414
C 3.6900 0.6282 -1.2663
H 3.6052 1.2963 -2.1268
H 3.7957 1.2298 -0.3565
C 4.8981 -0.3048 -1.4160
C 5.0836 -1.1367 -0.1928
C 5.9673 -1.0473 0.8408
C 5.6340 -2.0896 1.7424
C 4.5711 -2.7322 1.1926
O 4.2297 -2.1639 0.0224
H 3.9898 -3.5724 1.5160
H 6.1222 -2.3223 2.6663
H 6.7590 -0.3348 0.9477
H 4.7445 -0.9535 -2.2811
H 5.7951 0.2922 -1.5767
H -0.9372 0.3369 -2.5788
H -2.4573 -1.5459 -3.0378
H -1.8048 -2.3097 -1.5617
H -3.3390 0.3241 -1.4271
H -5.6811 -0.1922 -0.5877
H -5.6569 -1.3962 1.3879
H -5.6658 -2.9767 0.5790
H -3.3134 -2.9493 0.2244
H -3.4377 -2.1273 1.8014
H -2.4555 2.8946 -0.2998
H -0.2289 3.9025 -0.6804
H 1.8198 4.8465 -0.2979
H 1.9313 3.6479 -1.6248
*
```

---

# 5
Molecular formula: C21H27N3PbS2
Method: DFT, the ωB97M-V functional and the def2-TZVPD basis

F_max ... 0.014 hartree/bohr
Frontier orbital gap (alpha / beta) ... 6.048 / 5.606 eV

```
! RIJCOSX wB97M-V def2-TZVPD def2/J DEFGRID3
* xyz 2 1
Pb 0.0973 -0.5079 -0.8119
C 0.8488 -0.4487 2.4837
N 1.5576 -1.1136 1.3530
C 2.9324 -0.5579 1.2722
C 3.0173 0.8180 0.6556
N 2.6280 0.8879 -0.7736
C 3.5629 0.1574 -1.6456
C 2.2305 2.1466 -1.2277
C 2.9139 2.8087 -2.2450
C 2.5696 4.1021 -2.5907
C 1.5175 4.7889 -1.9467
C 0.7890 4.1497 -0.9908
C 1.0753 2.7918 -0.6523
S -0.0638 1.9807 0.2968
C 1.5445 -2.5441 1.5543
C 2.5875 -3.1889 2.1775
C 2.5522 -4.5706 2.3929
C 1.4601 -5.3469 1.9938
C 0.3920 -4.7312 1.4029
C 0.4038 -3.3250 1.1692
S -0.9688 -2.6558 0.4773
H 1.3204 -0.7155 3.4342
H -0.1961 -0.7548 2.5077
H 0.8967 0.6330 2.3542
H 3.5652 -1.2592 0.7404
H 3.3554 -0.4474 2.2748
H 4.0648 1.1275 0.7485
H 2.4285 1.5338 1.2179
H 4.5693 0.5876 -1.6265
H 3.1951 0.1574 -2.6690
H 3.6347 -0.8756 -1.3154
H 3.7576 2.3429 -2.7304
H 3.1535 4.6131 -3.3475
H 1.2824 5.8090 -2.2239
H -0.0514 4.6365 -0.5086
H 3.4479 -2.6318 2.5280
H 3.3880 -5.0411 2.8948
H 1.4534 -6.4170 2.1618
H -0.4812 -5.2988 1.1006
C -5.5712 -0.5653 -1.7992
C -4.9093 0.3958 -0.7924
C -5.4217 0.1225 0.6329
C -5.1483 1.8613 -1.1997
C -3.4463 0.1360 -0.8107
N -2.3132 -0.0444 -0.8240
H -6.6389 -0.3436 -1.8252
H -5.4418 -1.6069 -1.4971
H -5.1680 -0.4323 -2.8040
H -6.5058 0.2485 0.6309
H -4.9950 0.8253 1.3501
H -5.1970 -0.8976 0.9517
H -6.2218 2.0036 -1.3352
H -4.6504 2.1068 -2.1402
H -4.8034 2.5490 -0.4246
*
```

---

# 6
Molecular formula: C21H27N4O10S3Sc
Method: DFT, the ωB97M-V functional and the def2-TZVPD basis

F_max ... 0.051 hartree/bohr
Frontier orbital gap ... 8.762 eV

```
! RIJCOSX wB97M-V def2-TZVPD def2/J DEFGRID3
* xyz 0 1
Sc -0.2506 0.5433 0.4672
N -1.8132 -0.9885 -1.2227
N -2.6033 -0.0477 -1.9263
C -2.3941 1.2889 -1.5804
O -3.1130 2.1548 -2.0347
O -1.3574 1.4810 -0.8283
H -1.5109 -1.7306 -1.8530
H -2.3100 -1.4009 -0.4159
H -3.5651 -0.3023 -2.1393
O 2.2558 -2.9295 -0.1829
S 1.5180 -2.1224 0.7582
O 2.3789 -1.3981 1.6934
O 0.6173 -1.1902 0.0320
C 0.5849 -3.2533 1.7965
C 1.3075 -4.4095 2.0626
C 0.7975 -5.3913 2.8920
C -0.4571 -5.2215 3.4573
C -1.1661 -4.0612 3.2047
C -0.6452 -3.0629 2.3907
S -1.7779 -1.6650 2.2523
O -2.6932 -2.0312 1.1847
O -2.3779 -1.5346 3.5532
O -1.0035 -0.4479 1.9001
H 2.2738 -4.5059 1.5945
H 1.3752 -6.2804 3.0924
H -0.8707 -5.9797 4.1041
H -2.1361 -3.8853 3.6392
C 2.3403 1.7963 2.6904
O 1.3647 0.8880 2.1905
H 3.3268 1.3341 2.7212
H 2.0600 2.1144 3.7015
H 2.3864 2.6750 2.0412
H 1.7906 -0.0087 2.1536
N -0.2791 3.9318 -0.0728
C -0.4150 3.7780 1.2663
C -0.2147 4.8671 2.1386
C -0.3761 4.6868 3.4894
C -0.7518 3.4296 3.9578
C -0.9018 2.4029 3.0467
N -0.7176 2.5498 1.7269
H -0.3365 4.8656 -0.4428
H -0.6806 3.1796 -0.6318
H 0.0515 5.8294 1.7291
H -0.2369 5.5106 4.1742
H -0.9353 3.2591 5.0061
H -1.1973 1.4107 3.3693
C -1.5956 -1.1597 -5.7602
C -0.6260 -0.7651 -4.6895
C -0.5803 0.5438 -4.2241
C 0.3056 0.9061 -3.2254
C 1.1463 -0.0477 -2.6738
C 1.1110 -1.3609 -3.1161
C 0.2317 -1.7091 -4.1278
S 2.2529 0.3989 -1.3266
C 3.2285 1.6202 -2.3175
O 1.4215 1.3154 -0.4734
H -2.1454 -0.2960 -6.1232
H -2.3113 -1.8814 -5.3702
H -1.0775 -1.6270 -6.5959
H -1.2501 1.2858 -4.6330
H 0.3341 1.9253 -2.8684
H 1.7525 -2.0952 -2.6521
H 0.2013 -2.7295 -4.4834
H 2.5616 2.2998 -2.8332
H 3.8393 1.0763 -3.0275
H 3.8572 2.1699 -1.6261
*
```

---

# 7
Molecular formula: C21H27N5O11P2Re
Method: DFT, the ωB97M-V functional and the def2-TZVPD basis

F_max ... 0.078 hartree/bohr
Frontier orbital gap (alpha / beta) ... 5.869 / 5.702 eV

```
! RIJCOSX wB97M-V def2-TZVPD def2/J DEFGRID3
* xyz 0 2
Re -0.6790 -0.0411 0.2020
C -3.7770 1.4151 2.6370
O -3.1576 2.1220 3.6896
C -1.8470 2.4336 3.6737
C -1.4515 3.2453 4.7296
C -0.1395 3.6608 4.8838
C 0.8021 3.2800 3.9544
C 0.4485 2.5077 2.8475
C 1.4596 2.2434 1.8815
N 1.2652 1.6549 0.7558
N 2.2500 1.5558 -0.1232
C 2.3269 0.4204 -0.7901
O 1.6023 -0.5785 -0.4876
C 3.3163 0.4003 -1.8811
C 3.1409 -0.4154 -2.9945
C 4.0547 -0.3656 -4.0307
C 5.1439 0.4869 -3.9612
C 5.3326 1.2840 -2.8426
C 4.4215 1.2449 -1.8065
C -0.8876 2.0151 2.6827
O -1.2343 1.2384 1.7190
H -4.8372 1.4074 2.8906
H -3.4089 0.3914 2.5647
H -3.6281 1.9177 1.6781
H -2.2160 3.5391 5.4317
H 0.1322 4.2952 5.7126
H 1.8264 3.6033 4.0496
H 2.4639 2.5999 2.1179
H 2.2764 -1.0598 -3.0573
H 3.9112 -0.9933 -4.8960
H 5.8481 0.5296 -4.7781
H 6.1896 1.9377 -2.7772
H 4.5449 1.8631 -0.9318
N 0.1610 -4.9894 0.4615
C 0.5623 -3.6185 0.0405
C 1.8117 -3.6580 -0.7997
P 0.6385 -2.6992 1.6673
O 2.1361 -2.1520 1.8065
O 0.3809 -3.7789 2.6581
O -0.3140 -1.5230 1.6844
P -0.9063 -3.0569 -0.9546
O -2.0434 -3.2980 0.1626
O -1.0694 -4.0315 -2.0440
O -0.7937 -1.5821 -1.3175
H 0.1303 -4.8630 1.5465
H 0.8171 -5.7098 0.1592
H -0.7724 -5.1778 0.0746
H 2.6507 -4.1020 -0.2621
H 2.0840 -2.6453 -1.0909
H 1.6036 -4.2212 -1.7104
H 2.2525 -1.4244 1.1855
H -2.4458 -2.5010 0.5579
C -2.6268 2.0114 -3.0743
C -2.2960 1.2558 -1.8362
N -1.0759 1.2448 -1.3541
O -0.1581 1.9862 -2.0745
C -3.2234 0.4690 -1.0943
C -4.6655 0.2548 -1.4283
N -2.6667 -0.1494 -0.0801
O -3.2480 -0.9412 0.6942
H -2.2425 3.0267 -2.9933
H -3.6947 2.0286 -3.2577
H -2.1123 1.5439 -3.9143
H 0.7126 1.8857 -1.6515
H -4.8138 0.1988 -2.5023
H -5.2854 1.0583 -1.0348
H -4.9808 -0.6806 -0.9675
*
```

---

# 8
Molecular formula: C21H27N5O2
Method: DFT, the ωB97M-V functional and the def2-TZVPD basis

F_max ... 0.027 hartree/bohr
Frontier orbital gap ... 9.191 eV
SMILES string ... CN(CCc1cnn(C)c1)C(=O)CCc1nnc(CCCc2ccccc2)o1

```
! RIJCOSX wB97M-V def2-TZVPD def2/J DEFGRID3
* xyz 0 1
C -3.5487 -1.2322 2.0116
N -3.4949 -1.0982 0.5762
C -3.3905 0.0944 -0.0628
O -3.3088 0.1769 -1.2725
C -3.4491 1.3294 0.8296
H -2.7798 1.2091 1.6818
C -3.0630 2.5853 0.0460
C -1.5965 2.6630 -0.1586
N -0.9652 3.0604 -1.2088
N 0.3591 2.9877 -0.9304
C 0.4713 2.5430 0.2765
O -0.7406 2.3298 0.8400
C 1.7038 2.2278 1.0314
H 1.6096 1.1865 1.3469
H 1.7541 2.8534 1.9271
C 2.9565 2.3847 0.1715
H 2.6997 2.1316 -0.8556
H 3.2922 3.4222 0.1864
C 4.0842 1.4612 0.6512
C 3.7048 0.0218 0.4451
C 3.2919 -0.7755 1.5034
C 2.8767 -2.0784 1.2885
C 2.8710 -2.6032 0.0091
C 3.2965 -1.8221 -1.0516
C 3.7096 -0.5214 -0.8335
H 4.0409 0.0865 -1.6637
H 3.3017 -2.2312 -2.0524
H 2.5369 -3.6163 -0.1616
H 2.5523 -2.6848 2.1224
H 3.2961 -0.3749 2.5083
H 4.2901 1.6496 1.7069
H 4.9886 1.6874 0.0821
H -3.5325 2.5782 -0.9378
H -3.3890 3.4759 0.5907
H -4.4715 1.4312 1.2022
C -3.3428 -2.3145 -0.1977
H -3.5541 -2.0537 -1.2366
C -1.9163 -2.8820 -0.0982
C -0.9379 -1.8465 -0.5375
C -0.6545 -1.4370 -1.8260
N 0.1919 -0.3983 -1.7377
N 0.4807 -0.1078 -0.4775
C -0.1964 -0.9680 0.2621
H -0.1247 -0.9360 1.3326
C 0.7545 0.3618 -2.8155
H 1.7538 -0.0054 -3.0610
H 0.8224 1.4068 -2.5113
H 0.1095 0.2800 -3.6880
H -1.0076 -1.8023 -2.7687
H -1.8501 -3.7668 -0.7342
H -1.7028 -3.1778 0.9313
H -4.0751 -3.0511 0.1467
H -3.7933 -2.2645 2.2554
H -4.3230 -0.5902 2.4337
H -2.5922 -0.9855 2.4825
*
```